{"formula": "C35H30N5O5SSn", "method": "wB97M-V/def2-TZVPD", "symbols": ["Sn", "O", "C", "C", "N", "C", "C", "O", "O", "C", "C", "O", "O", "H", "H", "H", "H", "H", "H", "H", "H", "H", "C", "C", "C", "C", "C", "C", "C", "C", "C", "C", "C", "C", "C", "C", "C", "N", "H", "H", "H", "H", "H", "H", "H", "H", "H", "H", "N", "C", "N", "C", "C", "C", "C", "C", "C", "H", "H", "H", "H", "H", "H", "S", "C", "N", "C", "C", "C", "C", "C", "C", "H", "H", "H", "H", "H"], "xyz": [[-0.626565, -0.618680, 0.724552], [-0.606791, 2.789518, 1.777598], [-0.653476, 2.886173, 3.190035], [-1.454256, 1.756187, 3.815326], [-0.916737, 0.439129, 3.494315], [0.358118, 0.153805, 4.121914], [0.992637, -1.160952, 3.594976], [1.863656, -1.670690, 4.295887], [0.596833, -1.598836, 2.461261], [-1.902346, -0.572107, 3.868358], [-3.101018, -0.525513, 2.907751], [-4.240286, -0.559759, 3.370488], [-2.794912, -0.448641, 1.666145], [-0.625099, 1.838618, 1.560729], [0.365015, 2.900768, 3.602976], [-1.127857, 3.840972, 3.430720], [-1.521289, 1.916238, 4.905853], [-2.467677, 1.790913, 3.408493], [1.078147, 0.944944, 3.894400], [0.279485, 0.076738, 5.216581], [-1.448173, -1.557850, 3.762465], [-2.245346, -0.445280, 4.904189], [-3.420542, -3.567306, -1.298103], [-2.647803, -4.204175, -2.258337], [-1.281462, -3.985141, -2.293859], [-0.666411, -3.132520, -1.368998], [-1.443250, -2.454904, -0.410534], [-2.817276, -2.697271, -0.403598], [0.805779, -2.947807, -1.372507], [1.643565, -3.649248, -2.285877], [2.992323, -3.470797, -2.257722], [3.567421, -2.630440, -1.280865], [4.957409, -2.422923, -1.149465], [5.444557, -1.624495, -0.153523], [4.561677, -1.013581, 0.760521], [3.213435, -1.194843, 0.653904], [2.675775, -1.993625, -0.381704], [1.330625, -2.132839, -0.480353], [-4.490623, -3.737368, -1.267873], [-3.103957, -4.872710, -2.978927], [-0.711028, -4.496440, -3.058606], [-3.429494, -2.157214, 0.311116], [1.211910, -4.324732, -3.007759], [3.630017, -3.984007, -2.968777], [5.629340, -2.918177, -1.841631], [6.511770, -1.473584, -0.050155], [4.968801, -0.404554, 1.557407], [2.516228, -0.776109, 1.362426], [-2.959375, 2.861683, -1.737885], [-1.753285, 2.486108, -1.220622], [-1.389622, 1.293997, -1.587027], [-2.417583, 0.822595, -2.388348], [-2.565541, -0.401035, -3.036381], [-3.725564, -0.607815, -3.756851], [-4.723409, 0.370759, -3.840545], [-4.592895, 1.593521, -3.208777], [-3.424921, 1.802620, -2.487032], [-3.449465, 3.713508, -1.537014], [-1.173911, 3.126384, -0.571184], [-1.805400, -1.165489, -2.953333], [-3.874773, -1.556234, -4.256612], [-5.626847, 0.161651, -4.399226], [-5.371548, 2.344195, -3.261812], [2.143357, 2.549629, -2.880186], [1.532502, 1.155715, -2.015753], [1.656598, 1.182978, -0.747766], [2.275596, 2.337296, -0.322537], [2.568138, 2.661295, 1.000833], [3.221776, 3.845905, 1.267782], [3.584024, 4.714204, 0.234304], [3.296232, 4.417648, -1.084913], [2.640308, 3.222766, -1.355998], [1.076569, 0.342458, -2.559822], [2.274509, 1.973370, 1.782636], [3.457843, 4.113534, 2.289501], [4.099209, 5.637232, 0.467808], [3.576595, 5.090670, -1.884465]], "forces_ev_per_a": [[-0.1, -0.5, 0.6], [-0.1, -0.1, 0.0], [0.0, -0.1, 0.0], [0.1, 0.1, -0.2], [-0.1, 0.0, 0.4], [0.1, -0.3, -0.2], [0.1, 0.2, 0.3], [-0.1, 0.1, -0.1], [-0.4, -0.1, -0.5], [-0.1, 0.0, -0.2], [-0.2, 0.0, 0.2], [0.2, 0.0, -0.1], [0.5, -0.2, -0.3], [0.1, 0.0, -0.1], [0.0, 0.1, 0.0], [0.0, 0.0, 0.1], [0.0, 0.0, 0.0], [0.0, 0.1, 0.1], [0.0, 0.0, 0.0], [0.1, 0.0, 0.0], [0.0, 0.0, 0.1], [0.0, 0.0, 0.0], [0.0, -0.1, -0.1], [0.0, 0.0, 0.0], [0.1, 0.0, 0.0], [-0.3, 0.1, 0.2], [0.2, 0.3, 0.2], [-0.1, 0.2, 0.1], [0.4, 0.1, 0.1], [0.1, 0.0, -0.1], [-0.1, 0.0, 0.0], [-0.2, 0.1, 0.2], [0.1, 0.0, 0.0], [0.0, -0.1, -0.1], [0.0, 0.0, 0.0], [-0.1, 0.1, 0.1], [0.4, -0.1, -0.2], [-0.5, -0.1, 0.0], [0.0, 0.0, 0.0], [0.0, 0.0, 0.0], [0.0, 0.0, 0.0], [0.0, 0.0, 0.0], [0.0, 0.0, 0.0], [0.0, 0.0, 0.0], [0.0, 0.0, 0.0], [0.0, 0.0, 0.0], [-0.1, 0.0, 0.0], [0.0, 0.1, 0.0], [-0.1, 0.1, 0.0], [0.2, -0.1, -0.1], [0.0, -0.1, -0.3], [-0.3, 0.4, 0.0], [0.0, 0.1, 0.0], [0.1, -0.1, -0.1], [-0.1, 0.1, 0.0], [0.0, 0.1, 0.0], [0.1, -0.3, 0.0], [0.0, 0.0, 0.0], [-0.1, 0.0, 0.1], [0.0, -0.1, 0.0], [0.0, 0.0, 0.0], [0.0, 0.0, 0.0], [0.0, 0.0, 0.0], [0.1, 0.0, 0.1], [0.1, 0.2, -0.1], [0.1, -0.3, 0.2], [0.2, 0.4, -0.3], [0.0, -0.1, 0.0], [0.0, -0.1, 0.0], [0.0, 0.1, -0.1], [0.0, 0.0, 0.0], [-0.2, -0.2, 0.0], [-0.1, 0.0, 0.0], [0.0, 0.0, 0.0], [0.0, 0.0, 0.0], [0.0, 0.0, 0.0], [0.0, 0.0, 0.0]], "total_charge": -1, "homo_energy_ev": -4.26, "spin_multiplicity": 1, "homo_lumo_gap_ev": 6.50}


{"formula": "C5H8O2", "method": "wB97M-V/def2-TZVPD", "symbols": ["C", "C", "C", "O", "C", "C", "O", "H", "H", "H", "H", "H", "H", "H", "H"], "xyz": [[-2.038085, -0.006732, 1.071447], [-1.688534, -0.346458, -0.162648], [-0.373312, -0.994281, -0.518502], [0.578574, -0.806992, 0.519266], [1.706335, -0.060262, 0.190560], [1.499969, 1.233947, -0.573342], [0.456635, 1.814496, -0.730924], [-1.377188, -0.184846, 1.913919], [-2.987677, 0.481098, 1.268645], [-2.370758, -0.135447, -0.984611], [-0.000661, -0.586832, -1.465176], [-0.487885, -2.078122, -0.663670], [2.464658, -0.646719, -0.358007], [2.174052, 0.235279, 1.139367], [2.447910, 1.633053, -0.993179]], "forces_ev_per_a": [[0.0, 0.0, -0.1], [-0.1, 0.0, 0.2], [-0.1, 0.0, -0.1], [0.0, 0.1, 0.1], [0.1, 0.1, 0.0], [-0.3, 0.2, 0.0], [0.4, -0.3, 0.0], [-0.1, 0.1, -0.1], [0.1, -0.1, 0.0], [0.1, -0.1, 0.0], [-0.1, 0.0, 0.1], [-0.1, 0.2, 0.0], [-0.2, 0.0, 0.0], [0.1, 0.0, -0.1], [0.0, 0.1, 0.1]], "homo_energy_ev": -9.46, "smiles": "C=CCOCC=O", "de_lowest_kj_mol": 202.6, "spin_multiplicity": 1, "homo_lumo_gap_ev": 10.37}


{"formula": "C12H18N2O2", "method": "wB97M-V/def2-TZVPD", "symbols": ["O", "C", "O", "C", "C", "C", "C", "C", "N", "C", "C", "C", "C", "N", "C", "C", "H", "H", "H", "H", "H", "H", "H", "H", "H", "H", "H", "H", "H", "H", "H", "H", "H", "H"], "xyz": [[0.063895, 2.145012, -2.389769], [0.393723, 2.872200, -1.490360], [-0.065447, 4.121920, -1.371510], [1.316889, 2.495460, -0.363953], [0.486936, 1.928205, 0.798217], [1.369323, 1.277233, 1.865845], [1.870658, -0.108122, 1.455197], [0.783865, -1.189498, 1.596154], [0.935550, -2.336895, 0.720905], [0.579658, -2.082713, -0.667059], [-0.898702, -1.825009, -0.785111], [-1.401469, -0.756185, -1.516571], [-2.776049, -0.580106, -1.570931], [-3.641412, -1.370917, -0.960826], [-3.160017, -2.388415, -0.264564], [-1.808394, -2.660762, -0.145014], [-0.687917, 4.328339, -2.086802], [2.013750, 1.742219, -0.730948], [1.866639, 3.375959, -0.032786], [-0.220145, 1.193468, 0.407514], [-0.089238, 2.741576, 1.242513], [2.220603, 1.930758, 2.068205], [0.798668, 1.181895, 2.791845], [2.212016, -0.074469, 0.418761], [2.731000, -0.383303, 2.069403], [-0.200257, -0.761578, 1.392138], [0.773643, -1.562020, 2.624964], [1.882871, -2.696163, 0.780948], [0.824741, -2.985141, -1.237279], [1.128530, -1.240796, -1.121564], [-0.745503, -0.068772, -2.029650], [-3.205856, 0.241885, -2.128794], [-3.900354, -3.012266, 0.219968], [-1.452199, -3.493000, 0.440915]], "forces_ev_per_a": [[-0.1, -0.1, -0.1], [0.2, -0.2, -0.2], [-0.1, 0.7, 0.2], [-0.2, 0.0, 0.0], [0.2, 0.1, 0.1], [0.0, -0.1, -0.1], [-0.2, 0.0, 0.1], [0.2, 0.1, 0.1], [0.3, -0.3, 0.0], [0.1, 0.0, 0.0], [-0.2, 0.0, -0.1], [0.1, -0.2, 0.1], [0.1, 0.2, -0.1], [-0.5, 0.2, -0.1], [0.2, -0.3, 0.1], [0.0, 0.1, -0.1], [0.1, -0.3, 0.0], [0.0, 0.1, -0.1], [0.1, 0.0, 0.0], [-0.1, 0.0, 0.0], [-0.1, 0.0, 0.0], [0.0, 0.1, 0.1], [0.0, 0.1, 0.1], [0.1, 0.0, -0.1], [0.0, 0.0, -0.1], [0.0, 0.0, 0.1], [-0.1, 0.2, 0.0], [-0.1, 0.0, 0.0], [0.0, 0.1, 0.0], [-0.1, -0.1, 0.0], [0.1, 0.1, 0.0], [0.0, 0.1, -0.1], [0.0, -0.1, 0.1], [0.0, -0.1, 0.1]], "homo_energy_ev": -8.96, "smiles": "O=C(O)CCCCCNCc1ccncc1", "de_lowest_kj_mol": 20.2, "spin_multiplicity": 1, "homo_lumo_gap_ev": 9.64}


{"formula": "C3H16O5", "method": "wB97M-V/def2-TZVPD", "symbols": ["C", "C", "C", "H", "H", "H", "H", "H", "H", "O", "H", "H", "O", "H", "H", "O", "H", "H", "O", "H", "H", "O", "H", "H"], "xyz": [[-0.076840, -0.129655, -1.503947], [0.635793, 1.017373, -1.552969], [1.988060, 0.964645, -2.462759], [-1.078308, -0.199936, -1.149635], [0.222002, -1.069020, -1.943333], [0.370403, 2.072237, -1.448989], [1.894326, 1.879024, -3.075349], [2.874291, 0.969841, -1.792170], [1.972248, 0.113637, -3.218046], [-2.319433, 2.291501, 0.830192], [-1.504587, 2.397178, 1.298675], [-2.109247, 1.782382, 0.095139], [0.749765, -3.500011, -0.834856], [-0.174444, -3.413657, -0.427569], [1.259110, -2.981038, -0.150140], [0.178418, 1.374488, 1.224137], [1.079665, 1.371895, 0.936535], [-0.295690, 0.604819, 0.800121], [-1.632309, -0.286937, 1.524675], [-1.919068, -1.017748, 2.146891], [-2.055230, 0.471423, 1.941516], [0.896270, -1.393860, 1.773635], [0.637779, -1.301759, 0.803334], [0.562973, -0.674912, 2.158814]], "forces_ev_per_a": [[0.2, 1.6, 0.0], [1.8, -1.9, -3.5], [-1.8, -0.1, 0.6], [-0.8, 0.3, 0.6], [0.7, 0.0, 0.0], [-0.6, -0.7, 1.0], [0.6, -0.2, 0.4], [-0.4, 0.0, -0.8], [0.1, 0.8, 1.4], [-1.9, 1.5, 1.8], [1.1, 0.3, 0.3], [0.6, -1.3, -2.1], [-1.4, 1.3, 2.2], [1.8, -0.4, -1.0], [-0.4, -1.0, -1.1], [-0.9, -0.3, 0.2], [0.7, -0.1, -0.4], [1.1, 1.2, 0.7], [-1.5, -2.0, 1.7], [0.7, 0.9, -1.3], [-0.2, 0.5, -0.3], [2.0, -4.9, -4.5], [0.5, 0.0, 2.0], [-2.2, 4.6, 2.4]], "homo_energy_ev": -10.17, "smiles": "C=CC.O.O.O.O.O", "de_lowest_kj_mol": 244.0, "spin_multiplicity": 1, "homo_lumo_gap_ev": 10.50}


{"formula": "H28O18S", "method": "wB97M-V/def2-TZVPD", "symbols": ["S", "O", "O", "O", "O", "O", "H", "H", "O", "H", "H", "O", "H", "H", "O", "H", "H", "O", "H", "H", "O", "H", "H", "O", "H", "H", "O", "H", "H", "O", "H", "H", "O", "H", "H", "O", "H", "H", "O", "H", "H", "O", "H", "H", "O", "H", "H"], "xyz": [[-5.168000, -0.456000, 3.156000], [-4.654000, -1.661000, 3.646000], [-6.548000, -0.621000, 2.771000], [-5.032000, 0.580000, 4.138000], [-4.424000, -0.156000, 1.977000], [-7.400000, -2.961000, 3.877000], [-7.873000, -2.698000, 4.647000], [-7.053000, -2.189000, 3.496000], [-8.364000, -0.289000, 4.498000], [-7.903000, -0.659000, 5.244000], [-7.684000, -0.412000, 3.848000], [-3.672000, 1.681000, 0.331000], [-4.215000, 2.431000, 0.405000], [-4.041000, 1.016000, 0.925000], [-2.301000, -1.630000, 4.486000], [-1.704000, -1.853000, 3.785000], [-3.153000, -1.712000, 4.120000], [-7.997000, 1.299000, 2.182000], [-7.657000, 1.614000, 1.328000], [-7.447000, 0.524000, 2.436000], [-8.314000, -1.478000, 1.002000], [-9.008000, -1.753000, 1.584000], [-7.697000, -0.989000, 1.484000], [-5.725000, -0.346000, -0.755000], [-5.219000, -0.657000, -1.550000], [-5.097000, -0.174000, -0.077000], [-5.005000, -3.667000, 1.977000], [-5.549000, -3.228000, 1.364000], [-4.965000, -3.090000, 2.713000], [-4.881000, -3.789000, 5.019000], [-4.604000, -2.917000, 4.683000], [-5.827000, -3.645000, 5.152000], [-6.794000, 1.991000, 5.521000], [-6.220000, 1.365000, 4.996000], [-6.146000, 2.633000, 5.767000], [-2.405000, 1.485000, 4.182000], [-3.300000, 1.580000, 3.842000], [-2.682000, 1.157000, 5.064000], [-2.238000, -1.323000, 1.272000], [-3.127000, -0.950000, 1.401000], [-2.286000, -2.076000, 1.762000], [-3.948000, 0.858000, 6.393000], [-4.415000, 0.786000, 5.546000], [-3.959000, -0.026000, 6.788000], [-5.086000, 2.789000, 2.824000], [-4.179000, 2.977000, 2.721000], [-5.157000, 2.049000, 3.411000]], "forces_ev_per_a": [[0.5, 1.0, -2.3], [0.6, -3.5, 2.2], [-1.3, -1.1, -0.1], [-0.4, 1.5, 1.5], [0.8, 1.3, -2.2], [-0.5, -2.9, 0.5], [-0.7, 0.5, 0.6], [0.7, 1.7, -1.0], [-1.3, -0.2, 1.1], [0.0, 0.1, 1.0], [0.3, 0.2, -0.8], [1.6, -0.8, -1.0], [-1.2, 1.3, 0.3], [0.0, 0.2, 0.6], [2.3, -0.1, 1.8], [0.5, 0.1, -0.5], [-1.6, 0.0, -0.8], [-0.4, 0.7, -0.6], [0.0, -0.3, 0.5], [-0.3, 1.4, -0.6], [-1.5, -1.5, -2.5], [-0.3, 0.0, 0.7], [1.3, 1.0, 1.1], [-0.6, -0.8, -2.4], [-0.6, 0.6, 1.4], [1.0, 0.2, 0.8], [1.0, -2.2, -0.7], [-1.1, 0.9, -1.3], [0.1, 0.7, 1.2], [0.1, -0.1, 0.8], [-0.2, -0.7, 0.4], [0.1, -0.2, -0.4], [0.2, -1.1, -0.5], [-1.4, 0.7, 0.6], [0.6, 0.9, 0.4], [-0.3, 0.3, 0.6], [0.3, 0.0, -0.6], [0.9, 0.0, -0.2], [0.6, 2.8, -2.3], [0.2, 0.2, 0.1], [-0.1, -3.5, 2.0], [0.5, 0.0, 1.3], [-0.1, -0.5, 0.2], [0.0, 0.3, -0.4], [-1.6, 1.5, -0.9], [1.7, 0.2, -0.2], [-0.2, -0.6, 0.4]], "total_charge": -2, "homo_energy_ev": -4.56, "de_lowest_kj_mol": 413.5, "spin_multiplicity": 1, "homo_lumo_gap_ev": 9.72}


{"formula": "C3H16B2BaF8N6O5", "method": "wB97M-V/def2-TZVPD", "symbols": ["Ba", "B", "F", "F", "F", "F", "B", "F", "F", "F", "F", "C", "O", "N", "N", "H", "H", "H", "H", "C", "O", "N", "N", "H", "H", "H", "H", "C", "O", "N", "N", "H", "H", "H", "H", "O", "H", "H", "O", "H", "H"], "xyz": [[0.903426, 0.163266, 0.471268], [0.420957, 2.876394, -1.047064], [1.753483, 2.520306, -0.641224], [-0.461229, 2.542327, 0.010042], [0.400290, 4.239943, -1.305748], [0.108832, 2.126331, -2.183463], [1.601013, -3.178218, 1.355747], [2.292856, -1.945213, 1.604110], [2.466022, -4.019584, 0.664975], [1.084443, -3.702331, 2.528791], [0.509819, -2.847835, 0.486536], [0.373085, 1.736935, 3.983953], [0.726659, 1.402767, 2.863315], [0.005892, 0.831023, 4.943206], [0.311078, 3.037584, 4.371574], [-0.188364, 1.182570, 5.864014], [-0.064847, -0.153802, 4.780567], [-0.146474, 3.339769, 5.211197], [0.552619, 3.728228, 3.683117], [0.609796, -1.147430, -3.198505], [0.702528, -0.737317, -2.059866], [1.239044, -0.562846, -4.249373], [-0.195480, -2.235567, -3.473612], [1.840659, 0.212333, -4.036648], [1.113702, -0.881764, -5.191038], [-0.060555, -2.708265, -4.352054], [-0.325293, -2.823732, -2.663671], [-2.685757, 0.066740, -1.301067], [-1.776961, -0.444379, -0.650792], [-3.669361, 0.827757, -0.752326], [-2.784178, -0.132855, -2.653279], [-3.605530, 1.167292, 0.188700], [-4.387573, 1.232450, -1.326571], [-3.576110, 0.251245, -3.138379], [-2.255903, -0.871161, -3.087808], [3.500192, -0.357025, -0.556846], [4.052556, -0.597739, 0.195269], [3.858379, -0.857451, -1.294522], [-1.061050, -0.976233, 1.890741], [-1.348039, -1.279592, 2.754684], [-1.834628, -1.024920, 1.312036]], "forces_ev_per_a": [[-0.1, -0.5, -0.5], [0.5, 1.1, -0.8], [-0.2, -0.3, 0.3], [0.0, -0.3, 0.1], [-0.2, -0.3, 0.1], [-0.1, -0.1, 0.2], [-0.5, -0.2, -0.8], [0.0, 0.4, 0.3], [0.0, -0.1, 0.4], [0.3, 0.1, 0.0], [0.2, 0.2, 0.0], [-0.3, -0.5, 0.3], [0.3, 0.0, -0.2], [-0.1, 0.8, 0.3], [0.2, 0.1, -0.1], [0.0, -0.3, 0.0], [0.2, 0.0, -0.3], [0.0, -0.1, 0.0], [0.0, 0.0, 0.0], [-0.2, -0.2, -0.1], [0.6, 0.1, 0.3], [-0.1, -0.2, 0.2], [-0.1, 0.2, -0.2], [-0.1, 0.2, -0.1], [0.1, 0.1, 0.0], [0.0, -0.2, 0.1], [-0.1, 0.0, 0.0], [0.4, -0.4, -0.6], [-0.3, 0.2, 0.4], [-0.4, 0.1, -0.1], [-0.5, 0.3, 0.4], [0.3, -0.1, 0.0], [0.1, 0.0, 0.0], [0.1, -0.1, -0.2], [0.2, 0.0, 0.1], [0.2, 0.2, 0.1], [0.0, -0.2, 0.0], [-0.1, -0.1, -0.1], [-0.5, 0.2, 0.5], [0.1, -0.2, 0.0], [0.2, 0.0, -0.3]], "homo_energy_ev": -10.44, "spin_multiplicity": 1, "homo_lumo_gap_ev": 10.46}